{"formula": "C69H77Cl5FeN8O4P2S", "method": "ωB97M-V with the def2-TZVPD basis set", "species": ["Fe", "Cl", "Cl", "Cl", "Cl", "Cl", "S", "P", "P", "O", "O", "O", "O", "N", "N", "N", "N", "N", "N", "N", "N", "C", "C", "C", "C", "C", "C", "C", "C", "C", "C", "C", "C", "C", "C", "C", "C", "C", "C", "C", "C", "C", "C", "C", "C", "C", "C", "C", "C", "C", "C", "C", "C", "C", "C", "C", "C", "C", "C", "C", "C", "C", "C", "C", "C", "C", "C", "C", "C", "C", "C", "C", "C", "C", "C", "C", "C", "C", "C", "C", "C", "C", "C", "C", "C", "C", "C", "C", "C", "C", "H", "H", "H", "H", "H", "H", "H", "H", "H", "H", "H", "H", "H", "H", "H", "H", "H", "H", "H", "H", "H", "H", "H", "H", "H", "H", "H", "H", "H", "H", "H", "H", "H", "H", "H", "H", "H", "H", "H", "H", "H", "H", "H", "H", "H", "H", "H", "H", "H", "H", "H", "H", "H", "H", "H", "H", "H", "H", "H", "H", "H", "H", "H", "H", "H", "H", "H", "H", "H", "H", "H", "H", "H", "H", "H", "H", "H"], "positions_angstrom": [[0.452, 0.126, -0.263], [-2.181, -3.539, -3.593], [-2.370, -1.425, 6.167], [-3.185, -5.006, 10.041], [0.876, -6.894, -0.588], [-5.518, -3.553, -0.077], [-6.870, -1.273, 1.280], [0.356, 2.907, -2.129], [2.334, 0.756, 1.308], [-2.953, -2.994, 3.627], [2.332, -0.935, -0.799], [-1.826, 2.140, 2.994], [0.463, -1.408, -1.809], [0.404, 4.364, -1.311], [-0.997, 3.034, -3.070], [-0.166, -1.666, 0.967], [0.486, -4.645, -2.465], [1.591, 2.957, -3.211], [0.402, 1.604, -1.255], [-0.921, 0.818, 1.437], [-0.363, -3.049, 2.657], [5.630, -1.228, 2.839], [1.694, -1.584, -1.672], [2.813, 2.026, 3.730], [1.701, 6.219, -0.323], [-1.782, -7.128, -0.913], [-0.547, 4.420, -0.175], [-2.872, -4.687, 8.369], [5.111, -2.471, 3.177], [2.189, -2.574, -5.002], [2.977, -1.792, 2.300], [-2.082, -3.944, 4.201], [-0.120, -2.963, 0.484], [1.507, 3.952, -4.295], [-2.475, -5.451, 6.150], [-0.668, 5.839, 0.352], [-2.524, -3.113, 6.602], [1.608, -3.022, -6.180], [0.301, -4.579, -4.903], [0.695, 6.342, 0.819], [3.472, -0.526, 1.992], [-6.378, -0.760, 2.835], [-2.716, -5.736, 7.485], [-2.776, -3.375, 7.938], [0.516, 2.162, 3.045], [2.421, 1.789, -3.537], [-0.623, -3.511, 4.010], [5.521, 2.067, -0.863], [-2.974, 1.485, 2.416], [1.310, 3.390, 4.990], [4.968, 3.876, 0.609], [1.826, -3.094, -3.765], [-1.988, 2.027, -5.095], [-0.319, -1.765, 2.270], [3.590, 1.887, 0.579], [5.809, 3.324, -0.344], [2.574, 2.857, 4.812], [3.826, 2.248, -3.896], [-0.732, 1.682, 2.365], [4.412, 1.360, -0.424], [0.661, -4.034, -6.125], [-2.825, -0.891, -0.660], [-3.205, 1.576, -0.634], [2.896, 4.436, -4.686], [-5.675, -2.500, 1.268], [3.871, 3.156, 1.075], [-2.377, -4.147, 5.672], [-0.239, -3.831, 1.523], [-0.654, -6.419, -1.279], [-4.941, -2.540, 2.411], [0.295, 3.032, 4.123], [-3.893, -3.565, 2.721], [-3.096, 3.080, -5.046], [-3.011, -6.775, -1.445], [0.855, -4.097, -3.724], [3.783, -2.756, 2.890], [-5.354, -1.513, 3.321], [-2.033, 4.074, -3.000], [4.821, -0.265, 2.246], [1.819, 1.689, 2.811], [-2.569, 4.359, -4.397], [-2.382, 0.438, 1.489], [-3.199, 0.307, 0.206], [3.789, 3.251, -5.048], [-1.960, -4.956, -2.623], [1.749, 4.796, -0.854], [2.486, -2.567, -2.513], [-1.434, 1.768, -3.703], [-0.687, -5.326, -2.164], [-3.090, -5.688, -2.299], [-3.352, 5.119, -4.334], [4.204, 0.374, -0.820], [2.813, 5.127, -5.528], [-0.419, -5.389, -4.858], [0.217, -4.418, -7.036], [-1.597, 4.977, -2.577], [1.902, -2.595, -7.130], [1.992, 1.258, -4.400], [-0.699, 3.415, 4.290], [3.393, 2.760, -5.946], [-0.189, 3.763, 0.629], [3.375, -3.735, 3.115], [2.416, 1.111, -2.686], [-4.215, 0.133, 0.573], [-2.794, -1.820, -0.082], [-2.200, 1.799, -0.990], [-3.556, -1.016, -1.461], [-3.942, 2.693, -4.463], [-2.785, -6.759, 7.835], [-1.517, 4.047, -0.491], [-0.018, -3.159, -0.577], [4.273, 2.720, -3.022], [-1.394, 5.856, 1.169], [-3.855, 1.437, -1.500], [-1.686, -7.965, -0.232], [-3.558, 1.055, 3.219], [2.769, -3.378, -1.836], [-3.395, -3.911, 1.812], [3.411, -2.054, -2.768], [-3.464, 3.290, -6.052], [-3.569, 2.231, 1.897], [5.259, 0.690, 1.981], [6.683, 3.870, -0.681], [-6.891, 0.063, 3.317], [4.437, 1.380, -4.162], [-0.397, -0.943, 2.971], [-4.897, -1.372, 4.295], [3.253, 3.596, 1.847], [5.742, -3.216, 3.651], [0.036, -4.348, 4.227], [-2.414, -0.540, 1.977], [3.339, 4.986, -3.849], [-0.235, -4.912, 1.561], [-0.396, -2.702, 4.699], [-2.221, -4.908, 3.704], [0.631, 7.374, 1.167], [-1.855, -0.776, -1.149], [5.175, 4.859, 1.019], [4.797, 3.597, -5.286], [1.030, 5.728, 1.666], [-2.362, -6.274, 5.449], [-1.182, 2.380, -5.748], [-2.201, 1.279, -3.090], [-2.362, 1.087, -5.507], [3.379, 3.096, 5.498], [1.962, -2.038, 2.046], [2.701, 6.505, 0.010], [3.813, 1.637, 3.588], [-2.888, -2.559, 8.639], [-1.047, 6.486, -0.445], [1.248, -4.853, -1.845], [2.448, 4.721, -1.681], [2.947, -1.796, -5.037], [1.025, 3.497, -5.172], [2.099, 4.124, -0.065], [6.173, 1.628, -1.609], [-3.582, 2.444, -0.086], [-2.865, 3.754, -2.359], [1.102, 4.062, 5.816], [1.414, 6.892, -1.137], [6.673, -1.002, 3.033], [-3.900, -7.338, -1.190], [-4.377, -4.431, 3.187], [-4.040, -5.381, -2.719], [0.882, 4.780, -3.966], [-0.587, 1.084, -3.749], [-1.755, 4.764, -5.010]], "e_homo_ev": [-9.657, -9.657], "multiplicity": 6, "total_charge": 1, "s2": 8.768}

{"formula": "C5H7NO", "method": "ωB97M-V with the def2-TZVPD basis set", "species": ["O", "N", "C", "C", "C", "C", "C", "H", "H", "H", "H", "H", "H", "H"], "positions_angstrom": [[1.319, -0.691, 2.017], [0.312, -1.315, 0.017], [-0.317, 1.412, -0.203], [0.063, -0.720, -1.400], [-0.098, 0.672, -1.327], [0.489, -0.408, 1.201], [-0.474, 0.726, 1.144], [1.036, -2.038, 0.058], [-1.489, 0.306, 1.298], [-0.478, 2.482, -0.233], [-0.254, 1.390, 1.984], [-0.612, -1.730, 0.026], [0.695, -1.243, -2.102], [-0.106, 1.173, -2.294]], "e_homo_ev": -6.426, "relative_energy_ev": 3.3126}

{"formula": "C21H21F7O21", "method": "ωB97M-V with the def2-TZVPD basis set", "species": ["F", "F", "F", "F", "F", "F", "F", "O", "O", "O", "O", "O", "O", "O", "O", "O", "O", "O", "O", "O", "O", "O", "O", "O", "O", "O", "O", "O", "C", "C", "C", "C", "C", "C", "C", "C", "C", "C", "C", "C", "C", "C", "C", "C", "C", "C", "C", "C", "C", "H", "H", "H", "H", "H", "H", "H", "H", "H", "H", "H", "H", "H", "H", "H", "H", "H", "H", "H", "H", "H"], "positions_angstrom": [[0.050, -3.910, -3.786], [-4.035, 1.468, 1.459], [3.978, 4.446, -3.547], [1.209, 2.389, 6.856], [-2.022, -1.480, 8.083], [-3.503, -1.190, -6.930], [1.902, 1.023, 0.093], [2.279, 3.610, -1.282], [0.354, -2.292, 4.190], [2.155, 5.528, -0.208], [-0.484, -1.893, -1.716], [-4.476, -2.506, -5.223], [-1.036, 1.960, 3.029], [2.871, -2.689, -5.128], [3.845, -4.435, -6.105], [-2.578, -3.434, -5.550], [1.809, -4.641, -4.974], [-2.837, 1.092, -1.560], [0.137, 1.823, 4.920], [-3.830, -0.700, -2.390], [0.630, -0.904, 6.092], [0.007, -0.364, -0.051], [-4.612, -4.646, -5.113], [-0.272, 3.806, 4.156], [1.325, -2.001, -0.506], [-1.013, -2.413, 6.142], [-4.002, 0.073, -0.154], [4.077, 4.702, -1.234], [0.365, 4.116, 5.384], [4.204, 3.866, -2.336], [0.273, -1.360, -0.885], [-3.889, -3.668, -5.353], [1.084, 2.716, 5.544], [2.917, -3.936, -5.495], [-2.276, -2.077, -5.227], [-3.506, 0.035, -1.424], [1.778, -2.464, -4.311], [-0.124, -0.481, 7.097], [-0.834, -1.756, 7.533], [2.768, 4.770, -0.902], [-0.461, 2.487, 3.960], [-3.590, -1.432, -5.564], [1.829, -1.406, 0.690], [0.053, -2.009, 5.404], [-2.980, 2.027, -0.474], [3.096, 2.845, -1.939], [-3.293, 0.972, 0.615], [1.386, -3.854, -3.875], [1.125, 0.009, 0.693], [2.911, -1.290, 0.735], [2.104, -1.761, -3.544], [1.117, 4.905, 5.344], [-3.668, -0.492, -5.016], [0.692, 0.286, 1.654], [-2.076, 2.626, -0.359], [1.686, -4.233, -2.898], [2.572, 2.180, -2.625], [-2.429, 0.548, 1.127], [-0.276, 4.396, 6.220], [-3.827, 2.712, -0.499], [-0.863, 0.309, 6.964], [-1.844, -1.922, -4.238], [3.505, 2.160, -1.196], [5.131, 3.293, -2.320], [0.563, -0.145, 7.874], [2.022, 2.772, 4.992], [-0.352, -2.343, 8.315], [1.548, -2.075, 1.503], [-1.399, -1.752, -5.785], [1.029, -1.996, -4.950]], "e_homo_ev": -10.256, "smiles": "O=C1OC[C@@H](F)O1.O=C1OC[C@@H](F)O1.O=C1OC[C@@H](F)O1.O=C1OC[C@@H](F)O1.O=C1OC[C@@H](F)O1.O=C1OC[C@@H](F)O1.O=C1OC[C@@H](F)O1", "relative_energy_ev": 6.4165}

{"formula": "C22H16Cl3CuF6N3O4PS2", "method": "ωB97M-V with the def2-TZVPD basis set", "species": ["Cu", "Cl", "Cl", "Cl", "S", "S", "P", "F", "F", "F", "F", "F", "F", "O", "O", "O", "O", "N", "N", "N", "C", "C", "C", "C", "C", "C", "C", "C", "C", "C", "C", "C", "C", "C", "C", "C", "C", "C", "C", "C", "C", "C", "H", "H", "H", "H", "H", "H", "H", "H", "H", "H", "H", "H", "H", "H", "H", "H"], "positions_angstrom": [[-0.553, 0.024, -1.004], [-5.208, -1.840, -0.716], [-3.068, -3.692, -0.072], [-4.287, -3.772, -2.707], [1.045, -2.894, -0.741], [2.362, -0.548, -0.687], [-1.736, 1.449, 0.309], [4.966, -0.694, -0.630], [4.131, -0.478, -2.615], [0.483, -2.165, -3.207], [4.143, 1.209, -1.257], [1.622, -3.995, -3.035], [-0.488, -3.979, -2.534], [-0.025, -2.010, -0.294], [1.160, -4.175, -0.132], [1.448, 0.121, -1.618], [2.320, -0.075, 0.669], [2.419, -2.121, -0.847], [-2.085, -0.959, -2.102], [1.065, 2.637, 0.738], [-1.746, -0.047, 4.657], [-1.756, 0.907, 2.044], [-3.805, 1.543, -1.526], [-2.097, -0.894, 3.612], [-5.125, 1.571, -1.946], [-1.392, 1.267, 4.396], [-2.090, -0.422, 2.312], [-3.495, 1.453, -0.170], [-6.152, 1.499, -1.012], [-5.851, 1.408, 0.339], [0.429, 4.916, 0.366], [-1.397, 1.747, 3.091], [-2.841, -1.768, -1.817], [-0.535, 5.887, 0.203], [-2.232, 4.209, 0.198], [-4.527, 1.390, 0.761], [0.648, -3.275, -2.494], [-3.820, -2.753, -1.342], [-1.882, 5.544, 0.131], [-1.272, 3.202, 0.346], [0.084, 3.561, 0.463], [4.015, -0.115, -1.347], [-2.359, -1.925, 3.811], [-1.124, 2.775, 2.891], [-6.647, 1.357, 1.071], [-0.235, 6.925, 0.134], [-1.741, -0.417, 5.674], [0.895, 1.649, 0.616], [-4.301, 1.326, 1.817], [-7.184, 1.514, -1.338], [-2.340, -1.094, 1.494], [-1.108, 1.924, 5.208], [-5.354, 1.645, -3.001], [2.016, 2.901, 0.547], [1.475, 5.192, 0.434], [-3.276, 3.936, 0.122], [-3.007, 1.592, -2.258], [-2.642, 6.303, 0.017]], "e_homo_ev": -8.199, "relative_energy_ev": 0.0000}

{"formula": "C4H4FP", "method": "ωB97M-V with the def2-TZVPD basis set", "species": ["P", "F", "C", "C", "C", "C", "H", "H", "H", "H"], "positions_angstrom": [[-0.512, -0.816, -0.308], [2.531, -0.661, 0.266], [-0.402, 1.082, -0.251], [1.412, -0.148, -0.077], [-1.820, -1.745, 0.417], [0.937, 1.163, 0.074], [-1.270, 1.727, -0.150], [-0.502, -1.095, -1.641], [-1.823, -1.526, 1.468], [1.450, 2.019, 0.203]], "e_homo_ev": [-8.037, -8.519], "relative_energy_ev": 7.0200}

{"formula": "C2H3NOS2", "method": "ωB97M-V with the def2-TZVPD basis set", "species": ["S", "S", "O", "N", "C", "C", "H", "H", "H"], "positions_angstrom": [[2.733, -0.335, -0.096], [-1.451, -0.792, -0.182], [0.458, 0.966, -0.173], [0.217, -1.212, 0.193], [1.111, -0.219, -0.077], [-0.933, 0.919, 0.069], [0.356, -2.166, -0.166], [-1.171, 1.220, 1.080], [-1.319, 1.619, -0.647]], "e_homo_ev": -8.768, "smiles": "S=C1NSCO1", "relative_energy_ev": 1.1586}

{"formula": "C32H49ClInNO3PS", "method": "ωB97M-V with the def2-TZVPD basis set", "species": ["In", "Cl", "S", "P", "O", "O", "O", "N", "C", "C", "C", "C", "C", "C", "C", "C", "C", "C", "C", "C", "C", "C", "C", "C", "C", "C", "C", "C", "C", "C", "C", "C", "C", "C", "C", "C", "C", "C", "C", "C", "H", "H", "H", "H", "H", "H", "H", "H", "H", "H", "H", "H", "H", "H", "H", "H", "H", "H", "H", "H", "H", "H", "H", "H", "H", "H", "H", "H", "H", "H", "H", "H", "H", "H", "H", "H", "H", "H", "H", "H", "H", "H", "H", "H", "H", "H", "H", "H", "H"], "positions_angstrom": [[0.415, 0.959, 1.594], [0.026, -1.357, 2.180], [0.280, 1.691, 4.855], [1.276, -1.803, -1.125], [1.192, 2.782, 4.649], [-2.990, 1.302, 3.011], [0.790, 0.415, 5.288], [-0.721, 1.526, 3.521], [-3.230, 2.794, -0.333], [-0.200, -1.169, -3.451], [0.771, -1.005, -5.808], [5.558, -2.895, 0.671], [-2.222, 3.070, 7.752], [3.118, -2.009, -0.756], [-3.488, 2.319, 5.813], [-2.055, 1.565, 3.812], [-0.400, -5.498, 0.045], [-3.780, 0.269, -0.555], [-3.448, 2.871, 7.095], [-1.075, 2.178, 5.864], [2.282, -1.670, -3.842], [3.367, -1.619, 0.712], [-1.793, 2.403, 0.057], [-0.151, -6.400, -1.168], [-0.099, -5.626, -2.491], [0.438, -3.496, -1.258], [1.229, -1.121, -2.871], [-2.266, 2.003, 5.202], [-1.753, 0.971, 0.631], [5.259, -3.343, -0.764], [3.754, -3.363, -1.076], [-2.436, 0.010, 0.062], [4.867, -1.579, 1.027], [-0.282, -0.484, -4.822], [2.460, 1.366, 1.955], [2.187, -1.000, -5.221], [0.525, -4.271, 0.065], [-1.011, 2.697, 7.152], [-3.974, 1.706, -1.103], [0.813, -4.392, -2.438], [-1.285, -0.627, -5.240], [-0.140, 0.596, -4.682], [0.508, -2.026, -6.114], [-0.616, -3.180, -1.392], [1.476, -0.059, -2.677], [-0.936, -7.162, -1.228], [-5.041, 1.942, -1.086], [1.559, -4.606, 0.231], [-3.677, 1.730, -2.157], [3.131, 1.538, 1.087], [5.330, -0.764, 0.456], [-3.186, 3.710, -0.941], [0.733, -3.851, -3.389], [5.228, -3.674, 1.371], [3.272, -4.154, -0.484], [-0.529, -2.214, -3.553], [-4.017, -0.471, -1.327], [2.879, -1.502, -5.909], [2.876, -2.356, 1.366], [2.161, -2.756, -3.962], [-1.114, -5.295, -2.752], [-0.266, -6.068, 0.971], [-2.102, 0.947, 1.713], [5.685, -4.338, -0.945], [0.258, -3.607, 0.899], [-1.441, -5.148, 0.028], [3.598, -1.255, -1.406], [-4.418, 2.134, 5.266], [-2.213, 3.518, 8.749], [-3.782, 3.047, 0.584], [-4.384, 3.150, 7.590], [0.242, -6.286, -3.299], [3.292, -1.515, -3.439], [1.860, -4.714, -2.335], [-2.211, -1.037, 0.301], [5.751, -2.658, -1.469], [6.641, -2.795, 0.801], [-0.050, 2.806, 7.639], [2.918, 1.807, 2.867], [2.529, 0.039, -5.119], [5.013, -1.351, 2.088], [-1.130, 2.476, -0.822], [0.755, -0.391, -6.716], [3.621, -3.626, -2.136], [-4.539, 0.107, 0.230], [-0.901, -0.688, -2.753], [-1.407, 3.094, 0.820], [0.798, -6.935, -1.028], [2.912, -0.648, 0.970]], "e_homo_ev": [-2.394, -2.466], "relative_energy_ev": 2.4457, "total_charge": -1}

{"formula": "C3H12NP2", "method": "ωB97M-V with the def2-TZVPD basis set", "species": ["P", "P", "N", "C", "C", "C", "H", "H", "H", "H", "H", "H", "H", "H", "H", "H", "H", "H"], "positions_angstrom": [[2.418, 1.026, 0.165], [1.183, -1.900, -0.178], [-0.437, 0.441, 0.061], [-0.700, 0.313, -1.508], [-1.498, -0.177, 0.750], [0.926, -0.087, 0.363], [-2.520, 0.118, 0.332], [0.704, -0.613, 1.885], [-1.608, 0.096, 1.897], [2.540, -2.038, 0.352], [1.822, 2.232, 0.249], [-0.883, -0.683, -1.651], [-0.443, 1.369, 0.347], [1.651, -1.529, -1.446], [2.392, 1.209, -1.236], [-1.536, 0.976, -1.650], [0.130, 0.665, -1.946], [-1.454, -1.290, 0.872]], "e_homo_ev": -13.998, "relative_energy_ev": 2.1134, "total_charge": 1}

{"formula": "C4H5NO2", "method": "ωB97M-V with the def2-TZVPD basis set", "species": ["O", "O", "N", "C", "C", "C", "C", "H", "H", "H", "H", "H"], "positions_angstrom": [[-1.628, -1.190, -0.752], [1.479, -1.519, -0.497], [-0.591, 0.039, 0.925], [0.663, 0.543, 0.366], [-0.625, 1.206, 0.052], [-1.076, -1.154, 0.318], [1.408, -0.318, -0.622], [-0.869, 2.132, 0.565], [-1.079, 1.064, -0.924], [1.334, 1.033, 1.074], [-0.936, -2.039, 0.951], [1.920, 0.201, -1.457]], "e_homo_ev": -10.057, "smiles": "O=C[C@H]1CN1C=O", "relative_energy_ev": 2.1541}